{
  "formula": "C60H148O40P4",
  "method": "wB97M-V/def2-TZVPD",
  "elements": ["C", "O", "C", "C", "O", "C", "C", "O", "C", "H", "H", "H", "H", "H", "H", "H", "H", "H", "H", "H", "H", "H", "H", "C", "O", "C", "C", "O", "C", "C", "O", "C", "H", "H", "H", "H", "H", "H", "H", "H", "H", "H", "H", "H", "H", "H", "C", "O", "C", "C", "O", "C", "C", "O", "C", "H", "H", "H", "H", "H", "H", "H", "H", "H", "H", "H", "H", "H", "H", "C", "O", "C", "C", "O", "C", "C", "O", "C", "H", "H", "H", "H", "H", "H", "H", "H", "H", "H", "H", "H", "H", "H", "C", "O", "C", "C", "O", "C", "C", "O", "C", "H", "H", "H", "H", "H", "H", "H", "H", "H", "H", "H", "H", "H", "H", "C", "O", "C", "C", "O", "C", "C", "O", "C", "H", "H", "H", "H", "H", "H", "H", "H", "H", "H", "H", "H", "H", "H", "C", "O", "C", "C", "O", "C", "C", "O", "C", "H", "H", "H", "H", "H", "H", "H", "H", "H", "H", "H", "H", "H", "H", "C", "O", "C", "C", "O", "C", "C", "O", "C", "H", "H", "H", "H", "H", "H", "H", "H", "H", "H", "H", "H", "H", "H", "C", "O", "P", "O", "O", "C", "O", "C", "H", "H", "H", "H", "H", "H", "H", "H", "H", "C", "O", "P", "O", "O", "C", "O", "C", "H", "H", "H", "H", "H", "H", "H", "H", "H", "C", "O", "P", "O", "O", "C", "O", "C", "H", "H", "H", "H", "H", "H", "H", "H", "H", "C", "O", "P", "O", "O", "C", "O", "C", "H", "H", "H", "H", "H", "H", "H", "H", "H"],
  "xyz": [[-4.35, -3.89, 10.30], [-4.29, -3.20, 9.07], [-2.91, -3.00, 8.72], [-2.79, -2.44, 7.36], [-3.65, -1.28, 7.24], [-3.52, -0.67, 5.94], [-4.29, -1.35, 4.79], [-3.70, -2.61, 4.40], [-4.47, -3.32, 3.46], [-5.39, -4.23, 10.38], [-3.99, -3.32, 11.16], [-3.66, -4.78, 10.24], [-2.44, -3.99, 8.76], [-2.42, -2.34, 9.45], [-3.05, -3.20, 6.55], [-1.75, -2.10, 7.22], [-2.48, -0.62, 5.68], [-3.89, 0.34, 6.07], [-4.29, -0.66, 3.94], [-5.38, -1.49, 5.08], [-5.49, -3.53, 3.82], [-3.87, -4.24, 3.33], [-4.61, -2.85, 2.52], [-0.74, -7.54, -3.88], [-0.47, -6.50, -3.01], [0.41, -5.51, -3.56], [0.54, -4.39, -2.63], [-0.73, -3.78, -2.36], [-1.41, -4.13, -1.13], [-2.90, -4.44, -1.31], [-3.58, -3.26, -1.47], [-5.05, -3.33, -1.29], [-1.17, -8.33, -3.31], [0.19, -7.91, -4.29], [-1.25, -7.24, -4.79], [0.03, -5.27, -4.57], [1.41, -5.97, -3.67], [1.15, -3.63, -3.19], [1.01, -4.73, -1.70], [-1.38, -3.44, -0.27], [-0.97, -5.08, -0.81], [-3.19, -4.95, -0.30], [-3.02, -5.24, -2.06], [-5.48, -3.47, -2.27], [-5.32, -2.40, -0.86], [-5.27, -4.19, -0.64], [1.91, 0.63, -3.40], [2.51, -0.33, -4.38], [1.49, -0.96, -5.09], [1.95, -2.09, -6.00], [2.52, -3.08, -5.28], [3.91, -3.23, -5.43], [4.32, -4.63, -5.94], [5.74, -4.78, -6.13], [6.39, -4.83, -4.88], [2.71, 1.31, -3.08], [1.42, 0.12, -2.56], [1.17, 1.28, -4.00], [0.98, -0.24, -5.71], [0.75, -1.37, -4.42], [2.57, -1.64, -6.76], [1.08, -2.43, -6.50], [4.47, -3.02, -4.50], [4.33, -2.49, -6.14], [4.06, -4.85, -6.96], [3.93, -5.35, -5.27], [5.86, -5.48, -4.23], [6.62, -3.90, -4.38], [7.39, -5.27, -5.14], [4.34, 2.53, -1.24], [4.93, 3.31, -0.13], [6.31, 3.47, -0.17], [6.79, 4.22, -1.39], [6.17, 5.45, -1.70], [5.89, 6.32, -0.63], [4.91, 7.34, -1.12], [3.64, 6.75, -1.36], [3.47, 6.56, -2.76], [3.34, 2.19, -0.89], [4.94, 1.63, -1.48], [4.21, 3.22, -2.14], [6.78, 2.49, -0.33], [6.69, 3.89, 0.78], [6.73, 3.58, -2.26], [7.87, 4.54, -1.19], [6.81, 6.81, -0.34], [5.54, 5.80, 0.24], [5.40, 7.74, -1.99], [4.80, 8.22, -0.48], [3.05, 7.46, -3.26], [2.77, 5.81, -3.05], [4.41, 6.27, -3.20], [-2.02, 2.09, -6.33], [-2.79, 1.68, -5.22], [-3.34, 2.83, -4.55], [-4.08, 2.50, -3.32], [-5.17, 1.65, -3.71], [-6.25, 1.51, -2.80], [-6.17, 0.17, -2.11], [-4.89, -0.03, -1.49], [-4.83, 0.27, -0.14], [-1.21, 2.81, -6.08], [-2.75, 2.64, -6.95], [-1.62, 1.29, -6.94], [-3.93, 3.31, -5.38], [-2.45, 3.49, -4.21], [-4.46, 3.39, -2.79], [-3.40, 2.02, -2.58], [-7.18, 1.55, -3.36], [-6.27, 2.32, -2.04], [-6.30, -0.63, -2.83], [-6.90, -0.03, -1.34], [-4.01, -0.21, 0.23], [-5.67, -0.18, 0.41], [-4.75, 1.35, 0.12], [-1.32, -3.32, -7.46], [-1.04, -2.31, -6.49], [-1.56, -2.59, -5.22], [-2.98, -3.12, -5.18], [-3.89, -2.36, -5.91], [-4.52, -1.29, -5.16], [-5.89, -0.93, -5.69], [-6.94, -1.82, -5.43], [-6.85, -3.09, -6.14], [-0.91, -2.95, -8.42], [-2.37, -3.47, -7.58], [-0.84, -4.29, -7.34], [-1.49, -1.65, -4.75], [-0.98, -3.37, -4.77], [-3.28, -3.17, -4.10], [-2.99, -4.12, -5.59], [-3.88, -0.37, -5.18], [-4.52, -1.63, -4.11], [-5.77, -0.74, -6.79], [-6.17, 0.05, -5.23], [-6.18, -3.71, -5.50], [-6.35, -3.04, -7.10], [-7.83, -3.52, -6.21], [0.44, 4.29, -0.94], [0.35, 4.50, 0.46], [1.00, 5.72, 0.89], [2.44, 5.40, 1.37], [2.36, 4.68, 2.60], [3.61, 4.41, 3.23], [3.33, 3.74, 4.58], [3.02, 2.37, 4.33], [2.83, 1.58, 5.51], [1.46, 4.37, -1.31], [-0.16, 5.01, -1.50], [0.05, 3.30, -1.24], [0.59, 6.12, 1.86], [0.97, 6.45, 0.07], [3.08, 6.33, 1.49], [2.97, 4.79, 0.64], [4.17, 5.31, 3.54], [4.27, 3.80, 2.61], [2.41, 4.17, 4.93], [4.14, 3.86, 5.27], [3.64, 1.65, 6.21], [2.75, 0.56, 5.19], [1.92, 1.96, 6.06], [5.62, 0.09, 3.19], [5.16, -1.17, 2.73], [4.11, -1.18, 1.82], [4.26, -0.27, 0.59], [5.52, -0.57, -0.05], [5.42, -1.72, -0.91], [5.66, -1.22, -2.30], [7.06, -1.07, -2.61], [7.15, -0.40, -3.92], [5.27, 0.92, 2.56], [6.72, 0.25, 3.17], [5.21, 0.30, 4.18], [3.15, -1.08, 2.40], [4.09, -2.17, 1.39], [4.20, 0.81, 0.73], [3.49, -0.59, -0.07], [4.43, -2.08, -0.82], [6.14, -2.44, -0.60], [5.18, -0.23, -2.36], [5.15, -1.82, -3.02], [8.22, -0.39, -4.23], [6.75, 0.66, -3.87], [6.53, -0.88, -4.68], [-0.62, -3.79, 5.12], [0.14, -4.24, 4.02], [1.72, -4.42, 4.07], [2.39, -5.07, 5.22], [2.01, -5.09, 2.67], [1.73, -4.31, 1.52], [2.09, -2.86, 4.00], [3.27, -2.39, 4.64], [-0.19, -2.84, 5.49], [-0.54, -4.59, 5.82], [-1.63, -3.57, 4.79], [0.71, -4.57, 1.27], [2.44, -4.68, 0.78], [1.76, -3.20, 1.61], [3.42, -1.37, 4.39], [4.16, -2.95, 4.33], [3.18, -2.38, 5.72], [-1.49, -0.47, -1.77], [-0.97, 0.35, -0.75], [-0.04, -0.17, 0.40], [0.90, -1.21, 0.07], [-1.11, -0.56, 1.55], [-1.02, -1.50, 2.62], [0.71, 1.17, 0.79], [1.41, 1.24, 2.02], [-1.31, -0.01, -2.73], [-2.57, -0.55, -1.57], [-1.03, -1.46, -1.86], [-0.45, -2.34, 2.25], [-2.03, -1.77, 2.71], [-0.60, -0.97, 3.49], [0.87, 0.65, 2.78], [1.60, 2.27, 2.32], [2.40, 0.82, 1.83], [-5.97, 5.49, 2.27], [-4.92, 5.90, 1.30], [-4.20, 4.67, 0.57], [-4.97, 3.63, -0.10], [-3.27, 4.08, 1.80], [-2.49, 2.88, 1.55], [-3.24, 5.51, -0.34], [-2.24, 6.31, 0.38], [-6.47, 4.54, 1.93], [-6.67, 6.27, 2.32], [-5.43, 5.32, 3.18], [-1.48, 3.12, 1.22], [-2.94, 2.27, 0.74], [-2.48, 2.28, 2.47], [-1.92, 5.81, 1.28], [-2.60, 7.37, 0.57], [-1.40, 6.31, -0.25], [-0.16, 0.38, 7.40], [-0.45, 1.76, 7.18], [-0.97, 2.18, 5.72], [-0.71, 1.23, 4.65], [-2.51, 2.42, 5.83], [-2.97, 3.25, 6.94], [-0.28, 3.68, 5.58], [-0.61, 4.19, 4.21], [-0.82, -0.08, 8.12], [0.82, 0.56, 7.82], [-0.04, -0.25, 6.48], [-2.59, 2.77, 7.85], [-4.04, 3.16, 6.84], [-2.54, 4.27, 6.96], [-0.36, 5.26, 4.16], [-1.64, 4.08, 3.98], [0.06, 3.61, 3.59]],
  "lowdin_charge": [-0.12, -0.18, -0.21, -0.20, -0.12, -0.17, -0.16, -0.25, -0.11, 0.09, 0.08, 0.09, 0.13, 0.13, 0.14, 0.10, 0.09, 0.12, 0.12, 0.15, 0.10, 0.11, 0.06, -0.13, -0.18, -0.20, -0.18, -0.15, -0.17, -0.26, -0.20, -0.02, 0.09, 0.08, 0.09, 0.12, 0.14, 0.13, 0.13, 0.12, 0.11, 0.15, 0.13, 0.08, 0.05, 0.09, -0.03, -0.18, -0.23, -0.21, -0.10, -0.17, -0.17, -0.18, -0.13, 0.06, 0.08, 0.11, 0.12, 0.10, 0.13, 0.10, 0.10, 0.13, 0.13, 0.10, 0.08, 0.07, 0.11, -0.05, -0.21, -0.24, -0.19, -0.14, -0.21, -0.20, -0.17, -0.10, 0.09, 0.07, 0.11, 0.12, 0.13, 0.12, 0.15, 0.13, 0.10, 0.12, 0.13, 0.10, 0.06, 0.08, -0.11, -0.22, -0.21, -0.18, -0.14, -0.17, -0.17, -0.21, -0.12, 0.09, 0.08, 0.09, 0.14, 0.15, 0.12, 0.13, 0.12, 0.12, 0.11, 0.12, 0.05, 0.09, 0.07, -0.10, -0.19, -0.19, -0.22, -0.14, -0.14, -0.22, -0.19, -0.07, 0.10, 0.07, 0.09, 0.11, 0.10, 0.13, 0.12, 0.12, 0.12, 0.14, 0.12, 0.09, 0.08, 0.07, -0.08, -0.22, -0.17, -0.19, -0.15, -0.16, -0.17, -0.21, -0.07, 0.07, 0.08, 0.09, 0.13, 0.12, 0.14, 0.11, 0.13, 0.12, 0.12, 0.12, 0.08, 0.06, 0.09, -0.07, -0.19, -0.21, -0.18, -0.14, -0.15, -0.19, -0.17, -0.08, 0.08, 0.10, 0.07, 0.11, 0.12, 0.10, 0.09, 0.11, 0.13, 0.11, 0.08, 0.09, 0.09, 0.07, -0.10, -0.23, 0.39, -0.23, -0.18, -0.11, -0.23, -0.10, 0.09, 0.09, 0.07, 0.08, 0.09, 0.07, 0.04, 0.11, 0.09, -0.07, -0.21, 0.35, -0.20, -0.22, -0.06, -0.21, -0.07, 0.08, 0.08, 0.07, 0.07, 0.06, 0.09, 0.08, 0.07, 0.06, -0.05, -0.22, 0.38, -0.22, -0.26, -0.07, -0.19, -0.05, 0.10, 0.06, 0.08, 0.07, 0.07, 0.09, 0.07, 0.12, 0.04, -0.09, -0.23, 0.38, -0.21, -0.24, -0.05, -0.24, -0.06, 0.08, 0.09, 0.09, 0.09, 0.09, 0.10, 0.10, 0.06, 0.07],
  "charge": 0,
  "smiles": "COP(=O)(OC)OC.COP(=O)(OC)OC.COP(=O)(OC)OC.COP(=O)(OC)OC.COCCOCCOC.COCCOCCOC.COCCOCCOC.COCCOCCOC.COCCOCCOC.COCCOCCOC.COCCOCCOC.COCCOCCOC",
  "lumo_energy_ha": 0.0142,
  "e_tot_ev": -183668.0394,
  "homo_ha": -0.322,
  "molar_mass_g_mol": 1633.70,
  "orbital_gap_ha": 0.336
}